Entry 1:
This record from OMol25 describes an isolated ion of composition C8H9N2O2 and charge +1 at a distorted geometry. The level of theory is ωB97M-V/def2-TZVPD.

For the HOMO-LUMO gap (spin up / spin down), the calculation gives 7.3 / 7.3 eV. Its LUMO energy (spin up / spin down) is -5.82 / -5.82 eV.

ORCA input file:
```
! RIJCOSX wB97M-V def2-TZVPD def2/J DEFGRID3
* xyz 1 1
C 3.36232 0.29390 0.15040
C 2.65491 -0.54127 -0.64903
C 2.75314 1.45195 0.70580
C 1.29478 -0.36594 -0.86834
C 1.34636 1.40813 0.79974
C 0.58640 0.53471 -0.07173
C -2.21675 -1.03148 -0.33360
C -3.30200 -0.12498 -0.08734
N -1.51485 1.55707 -0.53369
N -0.74904 0.70253 -0.13145
O -2.70856 1.38638 -0.71765
O -3.63447 0.14207 1.16769
H 4.42443 0.42714 0.32684
H 3.04188 -1.32388 -1.36392
H 3.40991 2.11697 1.28655
H 0.82473 -0.93449 -1.66412
H 0.75003 1.97516 1.52405
H -1.90697 -1.46957 0.62016
H -2.12494 -1.55911 -1.30071
H -4.08897 -0.10532 -0.82081
H -4.43037 0.65979 1.26557
*
```

Atomic partial charges in e from the Mulliken method, atoms 1 to 4:
1 C -0.27
2 C -0.45
3 C -0.62
4 C -0.10

=====

Entry 2:
This record from OMol25 describes an isolated ion of composition C8H9N2O3 and charge -1 at a distorted geometry. The level of theory is ωB97M-V/def2-TZVPD.

The SMILES is O=C1O[C@@H]1CCCn1ccc([O-])n1. For the HOMO-LUMO gap, the calculation gives 6.0 eV. Its LUMO energy is 3.14 eV.

ORCA input file:
```
! RIJCOSX wB97M-V def2-TZVPD def2/J DEFGRID3
* xyz -1 1
O 1.84264 -2.54959 -2.47193
C 1.28237 -1.53977 -2.22119
O 0.99773 -0.33900 -2.99007
C 0.80373 -0.42338 -1.45708
C 1.78062 0.49190 -0.71429
C 1.26998 1.46648 0.37643
C 0.52397 0.58374 1.40463
N -0.71025 0.18266 0.86986
C -1.21536 -1.08235 0.76324
C -2.55140 -1.03016 0.79643
C -2.89039 0.41091 0.77977
O -4.05205 0.94111 0.76388
N -1.74943 1.08862 0.86387
H -0.26028 -0.37467 -1.18043
H 2.27143 1.05752 -1.46422
H 2.54271 -0.16297 -0.25956
H 2.05348 1.84020 0.87949
H 0.50431 2.09305 0.08097
H 1.08082 -0.31045 1.67915
H 0.31121 1.35245 2.19404
H -0.49402 -1.86831 0.73041
H -3.34182 -1.82801 0.57661
*
```

Atomic partial charges in e from the Mulliken method, atoms 1 to 4:
1 O -0.52
2 C 0.07
3 O -0.52
4 C 0.46

=====

Entry 3:
This record from OMol25 describes an isolated ion of composition C8H9N2OS and charge +1 at a distorted geometry. The level of theory is ωB97M-V/def2-TZVPD.

The SMILES is C1=CN2CC3=C(CCS3)[NH+]=C2O1. For the HOMO-LUMO gap (spin up / spin down), the calculation gives 7.0 / 7.4 eV. Its LUMO energy (spin up / spin down) is -3.74 / -3.58 eV.

ORCA input file:
```
! RIJCOSX wB97M-V def2-TZVPD def2/J DEFGRID3
* xyz 1 1
C -3.47162 0.51822 0.53768
C -2.93617 0.35810 -0.68382
N -1.56952 0.22493 -0.51739
C -0.60691 0.00706 -1.59186
C 0.72156 -0.25817 -0.99983
C 1.00226 0.16313 0.62930
C 2.31060 -0.41007 1.02975
C 3.19543 -0.41835 -0.21590
S 2.17800 -0.67152 -1.73981
N -0.15096 0.24024 1.39321
C -1.33545 0.31315 0.81020
O -2.46937 0.48711 1.47202
H -4.47293 0.65053 0.89018
H -3.40101 0.33851 -1.64670
H -0.60290 0.88977 -2.25229
H -0.92525 -0.85569 -2.19397
H 2.79295 0.20029 1.79607
H 2.19034 -1.42401 1.43367
H 3.68284 0.54594 -0.35894
H 3.94878 -1.20178 -0.19326
H -0.08068 0.30261 2.40168
*
```

Atomic partial charges in e from the Mulliken method, atoms 1 to 4:
1 C -0.48
2 C -0.24
3 N 0.14
4 C -0.45

=====

Entry 4:
This record from OMol25 describes an isolated molecule of C8H9N3 at a distorted geometry. The level of theory is ωB97M-V/def2-TZVPD.

The SMILES is NC1=Nc2ccccc2CN1. For the HOMO-LUMO gap, the calculation gives 8.3 eV. Its LUMO energy is 0.62 eV.

ORCA input file:
```
! RIJCOSX wB97M-V def2-TZVPD def2/J DEFGRID3
* xyz 0 1
N -0.85016 -2.18982 -2.43203
C -0.32490 -1.44605 -1.33690
N -0.18873 -0.21267 -1.63703
C 0.32851 0.67430 -0.58788
C 0.57537 2.03589 -0.74089
C 0.51756 2.85213 0.40037
C 0.44839 2.26241 1.72508
C 0.34105 0.86661 1.91682
C 0.11385 0.05694 0.74498
C -0.35836 -1.32219 1.00270
N 0.07180 -2.16037 -0.25749
H -0.44138 -1.59884 -3.18204
H -0.70649 -3.36464 -2.44199
H 0.54701 2.51505 -1.72156
H 0.55605 4.03115 0.21280
H 0.60650 2.96971 2.54154
H 0.22614 0.34334 2.91993
H -1.51628 -1.28434 1.27597
H 0.00495 -1.75716 1.90491
H 0.04913 -3.27144 -0.30731
*
```

Atomic partial charges in e from the Mulliken method, atoms 1 to 4:
1 N -0.56
2 C 0.36
3 N -0.62
4 C 0.31

=====

Entry 5:
This record from OMol25 describes an isolated molecule of C8H9N3O at a distorted geometry. The level of theory is ωB97M-V/def2-TZVPD.

The SMILES is Cc1oc2ncnc(N)c2c1C. For the HOMO-LUMO gap, the calculation gives 8.9 eV. Its LUMO energy is 0.70 eV.

ORCA input file:
```
! RIJCOSX wB97M-V def2-TZVPD def2/J DEFGRID3
* xyz 0 1
C 2.82306 -1.13001 0.23751
C 1.35234 -0.81676 -0.02668
O 0.57392 -1.96019 -0.04049
C -0.71734 -1.46227 -0.09394
N -1.71215 -2.26192 -0.18595
C -2.86679 -1.64966 -0.00247
N -3.02761 -0.28273 0.15330
C -1.93114 0.44825 0.00814
N -2.06736 1.80394 0.10462
C -0.69822 -0.05096 -0.19942
C 0.64601 0.30164 -0.23352
C 1.30026 1.73310 -0.18123
H 3.13574 -1.58629 1.17433
H 3.41539 -0.12783 0.21256
H 3.28699 -1.77290 -0.53649
H -3.72950 -2.30119 -0.19005
H -1.24933 2.36654 -0.20844
H -2.86043 2.21912 0.58469
H 2.39740 1.86293 0.03687
H 1.19780 2.23906 -1.14728
H 0.73097 2.42814 0.53394
*
```

Atomic partial charges in e from the Mulliken method, atoms 1 to 4:
1 C -1.19
2 C 0.64
3 O -0.44
4 C 0.04

=====

Entry 6:
This record from OMol25 describes C8H9N3O2 as an isolated structure at a distorted geometry. The level of theory is ωB97M-V/def2-TZVPD.

For the HOMO-LUMO gap (spin up / spin down), the calculation gives 7.9 / 7.9 eV. Its LUMO energy (spin up / spin down) is -0.07 / -0.07 eV.

ORCA input file:
```
! RIJCOSX wB97M-V def2-TZVPD def2/J DEFGRID3
* xyz 0 1
C 0.67878 0.97502 -2.68773
C 0.99374 -0.40339 -2.75304
C 0.57906 1.63064 -1.41848
C 1.15755 -1.09369 -1.58145
C 0.76068 0.92102 -0.25065
C 0.96928 -0.43687 -0.37598
C -2.05108 -0.86059 1.17042
C 0.49992 1.59342 1.07042
N 0.49998 -1.66921 1.67529
N 0.99062 -1.27702 0.72875
N -1.10955 -0.87093 2.15839
O -1.89863 -0.66541 -0.01845
O -1.44474 -1.26022 3.39869
H 0.44615 1.66682 -3.64378
H 1.17260 -0.92327 -3.62375
H 0.34846 2.67072 -1.26195
H 1.56028 -2.11694 -1.60388
H -3.00119 -1.44210 1.47837
H -0.44498 1.49922 1.42065
H 1.13680 1.31527 1.87718
H 0.49096 2.62192 0.97608
H -2.33470 -1.87440 3.26490
*
```

Atomic partial charges in e from the Mulliken method, atoms 1 to 4:
1 C -0.52
2 C -0.59
3 C -0.56
4 C -0.41

=====

Entry 7:
This record from OMol25 describes an isolated molecule of C8H9N3OS at a distorted geometry. The level of theory is ωB97M-V/def2-TZVPD.

The SMILES is CO[C@H]1CSC(C(C)(C#N)C#N)=N1. For the HOMO-LUMO gap, the calculation gives 9.9 eV. Its LUMO energy is 0.50 eV.

ORCA input file:
```
! RIJCOSX wB97M-V def2-TZVPD def2/J DEFGRID3
* xyz 0 1
C 0.20040 0.51073 2.08698
O -0.13599 1.51337 1.12607
C -0.78041 1.07886 0.05167
C -0.91225 2.21554 -0.94026
S 0.02267 1.80171 -2.45123
C 0.44988 0.21431 -1.68014
C 1.42892 -0.68962 -2.35910
C 1.39038 -2.15011 -1.71022
C 1.37740 -0.61425 -3.77740
N 1.39339 -0.78670 -4.91537
C 2.64192 -0.00305 -1.82999
N 3.55949 0.51368 -1.43476
N -0.15810 0.01290 -0.61464
H 0.21520 0.99033 3.07499
H 1.07698 -0.12676 1.69427
H -0.55617 -0.21801 2.02907
H -1.78234 0.70917 0.27792
H -1.95991 2.16712 -1.32883
H -0.64690 3.24063 -0.64735
H 0.74373 -2.18666 -0.82779
H 2.31460 -2.69010 -1.52609
H 0.86052 -2.73669 -2.51277
*
```

Atomic partial charges in e from the Mulliken method, atoms 1 to 4:
1 C -0.79
2 O -0.42
3 C 0.11
4 C -0.50

=====

Entry 8:
This record from OMol25 describes C8H9N3OS as an isolated structure at a distorted geometry. The level of theory is ωB97M-V/def2-TZVPD.

For the HOMO-LUMO gap, the calculation gives 8.6 eV. Its LUMO energy is 0.75 eV.

ORCA input file:
```
! RIJCOSX wB97M-V def2-TZVPD def2/J DEFGRID3
* xyz 0 1
C 2.96786 -1.91188 -0.07985
C 1.35423 -0.08622 -0.12802
C 2.23805 1.04395 0.12177
C 1.71716 2.26303 0.00678
C 0.23687 2.38326 -0.22739
C -0.57024 1.38561 -0.09334
C -2.32778 -0.48600 -0.01306
C -0.02190 0.10213 -0.02234
H 2.83685 -3.03314 -0.04689
H 3.75262 -1.73977 -0.78890
H 3.37526 -1.51088 0.79410
H 3.27051 1.01748 0.33475
H 2.28764 3.24563 0.10863
H -0.02893 3.43997 -0.14459
H -0.81035 -1.77247 0.15747
H -5.00637 -0.22024 1.11459
H -5.38030 -1.38075 -0.56684
N -1.07391 -0.87437 -0.00480
N -3.33410 -1.17362 0.03349
N -4.63778 -0.43776 -0.11968
O 1.53282 -1.48226 -0.27592
S -2.37818 1.22831 -0.15997
*
```

Atomic partial charges in e from the Mulliken method, atoms 1 to 4:
1 C -0.86
2 C 0.25
3 C -0.57
4 C -0.53